A molecular structure, C23H24N3O3ScSi. Source: OMol25; level of theory: the ωB97M-V functional and the def2-TZVPD basis.

For the LUMO energy, the calculation gives -0.4809 eV. The relative energy (zero: lowest compared OMol25 entry of this formula, charge and spin) is 13.9 kcal/mol. For the frontier orbital gap, the calculation gives 7.282 eV.

Structure (ORCA input):
```
! RIJCOSX wB97M-V def2-TZVPD def2/J DEFGRID3
* xyz 0 1
O 0.92 -0.85 -1.62
N 1.13 -0.17 1.97
H -1.67 4.04 0.73
C 0.26 -5.09 -3.82
H -4.07 4.61 0.81
H 1.96 -5.94 -4.82
C 0.08 -1.82 -1.99
C 1.58 -5.10 -4.25
Sc 0.33 0.14 0.08
H 1.71 0.74 5.36
C 2.42 -4.05 -3.96
C 3.95 -2.17 3.39
C -2.97 1.13 -0.45
C 2.97 -1.19 3.27
N -1.17 -1.81 -1.66
H -0.02 0.87 5.61
H -1.23 -3.99 -2.74
H 4.55 -2.20 4.29
C -4.73 2.72 0.03
C 4.17 -3.10 2.38
C 0.74 0.37 5.01
C -1.99 2.07 -0.03
H -1.91 0.66 2.06
Si 0.36 0.81 3.22
C -2.60 -0.16 -1.01
H 0.53 2.99 1.99
C 3.40 -3.01 1.23
H -1.73 -0.48 3.39
C 1.96 -2.96 -3.22
C -3.76 3.64 0.45
H 4.93 -3.86 2.49
H 2.87 -0.48 4.07
H -3.34 -0.69 -1.61
N -1.43 -0.68 -0.89
H -0.40 -5.92 -4.04
H -2.04 1.22 3.71
C 2.16 -1.10 2.13
C -1.49 0.53 3.06
H 3.55 -3.71 0.42
O 2.84 -1.97 -2.97
H -5.78 2.98 0.06
C 2.42 -2.04 1.11
C -4.32 1.49 -0.43
H 2.38 -1.30 -2.43
C 0.63 -2.93 -2.78
H 1.86 -2.03 0.18
O -0.70 1.78 -0.04
C -0.21 -4.02 -3.09
C -2.42 3.33 0.42
C 0.79 2.62 2.98
H -5.05 0.77 -0.77
H 1.86 2.78 3.13
H 0.26 3.23 3.72
H 3.45 -4.03 -4.28
H 0.68 -0.70 5.22
*
```

Partial charges, Mulliken, in e: number 1, O, carries -0.91; number 2, N, carries -0.11; number 3, H, carries 0.43; number 4, C, carries -0.77; number 5, H, carries 0.38; number 6, H, carries 0.38; number 7, C, carries 1.17; number 8, C, carries -0.28; number 9, Sc, carries 0.83; number 10, H, carries 0.37; number 11, C, carries -0.72; number 12, C, carries -0.83; number 13, C, carries 0.74; number 14, C, carries -0.15; number 15, N, carries -0.94; number 16, H, carries 0.38; number 17, H, carries 0.45; number 18, H, carries 0.37; number 19, C, carries -0.65; number 20, C, carries -0.53; number 21, C, carries -1.37; number 22, C, carries 0.57; number 23, H, carries 0.21; number 24, Si, carries 0.14; number 25, C, carries -0.54; number 26, H, carries 0.25; number 27, C, carries -0.78; number 28, H, carries 0.34; number 29, C, carries 0.46; number 30, C, carries -0.53; number 31, H, carries 0.38; number 32, H, carries 0.30; number 33, H, carries 0.36; number 34, N, carries 0.36; number 35, H, carries 0.40; number 36, H, carries 0.32; number 37, C, carries 0.59; number 38, C, carries -0.85; number 39, H, carries 0.42; number 40, O, carries -0.73; number 41, H, carries 0.40; number 42, C, carries -0.08; number 43, C, carries -0.74; number 44, H, carries 0.43; number 45, C, carries 0.22; number 46, H, carries 0.43; number 47, O, carries -0.66; number 48, C, carries -0.49; number 49, C, carries -0.35; number 50, C, carries -0.95; number 51, H, carries 0.38; number 52, H, carries 0.36; number 53, H, carries 0.32; number 54, H, carries 0.45; number 55, H, carries 0.41